One molecule with the formula C16H14N2O4S in a non-equilibrium geometry. Source: the Open Molecules 2025 dataset; level of theory: the ωB97M-V functional and the def2-TZVPD basis.

Output
Orbital gap   8.984 eV
Relative energy (zero: lowest compared OMol25 entry of this formula, charge and spin)   64.84 kcal per mole
HOMO energy   -8.76 eV
SMILES   CCOC(=O)c1cc(-c2csc(COc3ccccc3)n2)on1

The geometry in ORCA input format:
```
! RIJCOSX wB97M-V def2-TZVPD def2/J DEFGRID3
* xyz 0 1
C 7.008 1.735 -1.509
C 6.410 0.842 -2.587
O 4.990 0.754 -2.458
C 4.516 -0.135 -1.596
O 5.188 -0.892 -0.938
C 3.037 -0.115 -1.535
C 2.227 -1.016 -0.803
C 0.950 -0.580 -1.066
C -0.334 -1.069 -0.630
C -0.536 -2.136 0.208
S -2.206 -2.392 0.475
C -2.526 -1.022 -0.574
C -3.930 -0.605 -0.862
O -4.817 -0.916 0.180
C -4.693 -0.246 1.370
C -5.613 -0.603 2.355
C -5.578 0.006 3.592
C -4.628 0.978 3.865
C -3.716 1.331 2.889
C -3.739 0.725 1.642
N -1.479 -0.461 -1.049
O 1.015 0.487 -1.880
N 2.292 0.766 -2.163
H 6.542 2.717 -1.536
H 6.847 1.294 -0.529
H 8.076 1.842 -1.676
H 6.837 -0.164 -2.526
H 6.576 1.260 -3.582
H 2.557 -1.833 -0.200
H 0.197 -2.763 0.671
H -3.944 0.463 -1.116
H -4.303 -1.169 -1.726
H -6.344 -1.361 2.121
H -6.296 -0.278 4.347
H -4.600 1.454 4.833
H -2.970 2.085 3.091
H -3.011 1.019 0.902
*
```

Löwdin atomic charge list, values in e, 2 entries:
1 C -0.06
2 C -0.21

---

An isolated ion of composition C6H13N and charge -1 in a non-equilibrium geometry. Source: the Open Molecules 2025 dataset; level of theory: the ωB97M-V functional and the def2-TZVPD basis.

Output
Orbital gap (alpha / beta)   2.671 / 8.348 eV
Relative energy (zero: lowest compared OMol25 entry of this formula, charge and spin)   36.16 kcal per mole
HOMO energy (alpha / beta)   1.53 / -4.01 eV
<S²>   0.750

The geometry in ORCA input format:
```
! RIJCOSX wB97M-V def2-TZVPD def2/J DEFGRID3
* xyz -1 2
C 0.191 -1.270 -0.647
N -0.273 -0.018 0.025
C -1.510 0.556 0.736
C -1.772 -0.197 2.030
C 0.500 1.139 -0.420
C 1.517 0.558 -1.368
C 1.651 -0.813 -0.886
H -0.295 -1.381 -1.639
H 0.071 -2.185 -0.033
H -1.236 1.583 0.975
H -2.406 0.474 0.052
H -2.807 -0.080 2.299
H -1.540 -1.200 1.871
H -1.121 -0.016 2.906
H -0.075 1.897 -0.926
H 1.051 1.548 0.436
H 1.134 0.607 -2.370
H 2.422 1.142 -1.336
H 2.062 -1.458 -1.575
H 2.436 -0.888 -0.129
*
```

Löwdin atomic charge list, values in e, 2 entries:
1 C -0.25
2 N -0.17

---

C21H18N2O4 as an isolated structure in a non-equilibrium geometry. Source: the Open Molecules 2025 dataset; level of theory: the ωB97M-V functional and the def2-TZVPD basis.

Output
Orbital gap   5.708 eV
Relative energy (zero: lowest compared OMol25 entry of this formula, charge and spin)   502.34 kcal per mole
HOMO energy   -7.31 eV

The geometry in ORCA input format:
```
! RIJCOSX wB97M-V def2-TZVPD def2/J DEFGRID3
* xyz 0 1
O 2.150 -0.746 2.436
C 1.041 -0.654 1.932
N -0.024 -1.384 2.474
C 0.333 -2.380 3.643
C -0.041 -3.749 3.284
C -1.322 -4.400 3.894
C -1.414 -5.559 3.276
C -0.325 -5.696 2.135
O 0.364 -4.577 2.327
H 0.012 -6.262 1.456
H -2.339 -6.519 3.136
H -2.062 -4.266 4.527
H 1.594 -2.448 3.776
H -0.246 -2.076 4.600
H -0.824 -1.412 2.253
C 0.636 0.150 1.023
C -0.337 0.048 0.215
C -0.864 0.677 -0.921
C -2.005 0.269 -1.886
C -2.559 0.957 -2.835
C -1.904 2.079 -3.390
C -2.643 2.717 -4.352
C -3.637 2.132 -5.203
C -4.152 0.965 -4.627
C -3.510 0.140 -3.849
H -3.916 -0.560 -3.365
H -4.666 0.538 -5.241
H -4.036 2.569 -6.189
H -2.116 3.721 -4.691
H -1.175 2.733 -2.785
H -2.556 -0.685 -1.519
H -0.203 1.425 -1.351
H -1.141 -0.865 0.416
N 1.852 1.024 0.730
C 1.914 2.231 0.143
O 0.787 2.810 -0.561
C 3.314 2.691 0.102
C 4.200 2.435 1.020
C 5.310 3.255 0.650
C 4.603 4.178 0.001
O 3.458 4.140 -0.258
H 4.947 5.188 -0.256
H 6.392 3.210 1.087
H 4.592 1.417 1.503
H 2.517 0.540 1.242
*
```

Löwdin atomic charge list, values in e, 2 entries:
1 O 0.07
2 C -0.49